Here is a cluster of 2 separate species, CH2ClN2O2 in total from the OMol25 dataset. Energies are from the ωB97M-V functional and the def2-TZVPD basis.

The geometry in XYZ format:
```
8
CH2ClN2O2 | the OMol25 dataset | the ωB97M-V functional and the def2-TZVPD basis
C 0.0039 2.9108 -0.4862
N 0.1559 -0.6210 0.5245
N -0.0147 -1.8603 0.3319
O -0.7400 -2.3325 -0.5308
O 0.6661 -2.6806 1.0687
Cl -1.2834 1.8429 -0.5863
H 0.3337 3.3223 -1.5450
H 0.8784 -0.5816 1.2232
```

Its spin multiplicity is 1. The orbital gap comes out at 6.33 eV. The charge is -1. The value obtained for the highest occupied orbital energy is -3.97 eV. For the relative energy (zero: lowest compared OMol25 entry of this formula, charge and spin), the calculation gives 458.29 kJ/mol.

Results of the Löwdin charge analysis, in e, for atoms 1 through 4: -0.502, 0.003, -0.666, -0.111

Here is a structure of composition C17H19ClN4O5S7SbW from the OMol25 dataset. Energies are from the ωB97M-V functional and the def2-TZVPD basis.

The geometry in XYZ format:
```
55
C17H19ClN4O5S7SbW | the OMol25 dataset | the ωB97M-V functional and the def2-TZVPD basis
W 1.1072 -0.4396 1.1619
S 2.0027 1.2806 2.7247
C 0.9433 1.3427 4.1054
C 1.0185 2.4767 4.9577
N 1.0814 3.4145 5.6253
C 0.1303 0.2934 4.3858
S 0.1612 -1.1210 3.3862
C -0.6777 0.2692 5.5573
N -1.3434 0.2460 6.4974
S 5.4607 -2.1976 3.4731
Sb 3.4257 -1.7383 2.4778
S 1.6161 -2.8093 1.3567
S 3.5777 -0.3047 0.6167
N 1.1239 -0.8353 -1.0163
C 1.1711 -0.8517 -2.1636
N 1.1990 -0.9221 -3.4739
C 2.4958 -0.9132 -4.1583
C 2.7356 0.4551 -4.7722
O 1.6586 0.7893 -5.6375
C 0.4556 0.9308 -4.8869
C 0.0687 -0.3934 -4.2491
H 2.4631 -1.6699 -4.9475
H 3.2703 -1.1793 -3.4402
H 3.6422 0.4488 -5.3782
H 2.8291 1.2055 -3.9806
H -0.3172 1.2522 -5.5856
H 0.5814 1.6893 -4.1113
H -0.1698 -1.1261 -5.0257
H -0.7831 -0.2754 -3.5814
O -0.5466 1.6535 -1.9056
Cl 0.5371 2.3060 -1.2210
O 0.2532 3.6992 -1.0656
O 1.7533 2.1224 -1.9678
O 0.7010 1.7309 0.1107
S -1.3282 -0.5511 0.5548
C -1.7948 -2.2358 0.8500
C -1.4907 -3.2346 -0.0788
C -1.8843 -4.5466 0.1272
C -2.5986 -4.8922 1.2681
C -2.9114 -3.9090 2.1952
C -2.5146 -2.5946 1.9896
H -0.9206 -2.9654 -0.9597
H -1.6230 -5.3046 -0.6025
H -2.9000 -5.9194 1.4368
H -3.4593 -4.1663 3.0944
H -2.7492 -1.8310 2.7182
C -2.8331 2.6995 0.8027
S -1.7652 2.5938 2.2427
C -1.0399 4.2348 2.2265
H -3.5169 3.5481 0.8791
H -3.4064 1.7745 0.7747
H -2.2556 2.7704 -0.1191
H -0.4001 4.3690 1.3542
H -0.4300 4.3159 3.1265
H -1.8038 5.0156 2.2507
```

Its spin multiplicity is 4. The orbital gap (alpha / beta) comes out at 5.79 / 6.08 eV. The charge is -2. The expectation value of S² is 3.7830. The value obtained for the highest occupied orbital energy (alpha / beta) is -1.71 / -2.37 eV. For the relative energy (zero: lowest compared OMol25 entry of this formula, charge and spin), the calculation gives 121.01 kJ/mol.

Results of the Löwdin charge analysis, in e, for atoms 1 through 4: 0.421, 0.534, -0.735, -0.294

Here is a structure of composition C3H4Ag2Cl2NiO7P from the OMol25 dataset. Energies are from the ωB97M-V functional and the def2-TZVPD basis.

The geometry in XYZ format:
```
20
C3H4Ag2Cl2NiO7P | the OMol25 dataset | the ωB97M-V functional and the def2-TZVPD basis
Ag -5.5686 23.5798 3.6384
Ag -3.2324 26.1305 -0.0687
Ni -3.4289 23.2126 1.1286
P -2.9564 24.4202 3.3018
O -3.5155 23.0072 3.0515
O -4.1650 25.1100 4.0574
O -2.9112 25.0008 1.8746
O -1.5425 24.4415 3.9029
C -6.0827 24.4977 1.0588
O -6.6776 24.8539 2.0871
O -5.5168 23.4157 1.3184
O -5.3158 25.3573 0.5654
Cl -8.7364 25.6167 -1.4570
C -9.2226 26.4532 -0.0082
C -10.7778 26.6102 0.1111
Cl -10.9406 27.3456 1.6697
H -8.8921 27.4842 -0.1343
H -8.7276 26.0129 0.8574
H -11.3825 25.7036 0.1368
H -11.0472 27.3246 -0.6668
```

Its spin multiplicity is 6. The orbital gap (alpha / beta) comes out at 5.02 / 6.18 eV. The charge is 0. The expectation value of S² is 8.7780. The value obtained for the highest occupied orbital energy (alpha / beta) is -6.46 / -9.87 eV. For the relative energy (zero: lowest compared OMol25 entry of this formula, charge and spin), the calculation gives 33.97 kJ/mol.

Results of the Löwdin charge analysis, in e, for atoms 1 through 4: 0.922, 0.721, 0.681, 0.018

Here is a cluster of 6 separate species, C22H47BFO11S5 in total from the OMol25 dataset. Energies are from the ωB97M-V functional and the def2-TZVPD basis.

The geometry in XYZ format:
```
87
C22H47BFO11S5 | the OMol25 dataset | the ωB97M-V functional and the def2-TZVPD basis
O 5.7087 -1.4072 0.8537
C 4.3861 -1.3687 0.2974
C 3.3516 -0.6020 1.1013
B 1.8734 -1.3716 1.0834
F 0.7808 -0.4133 0.7705
H 5.8923 -0.5793 1.3201
H 4.0685 -2.4014 0.1753
H 4.4236 -0.9439 -0.7118
H 3.1939 0.3953 0.6815
H 3.6932 -0.4730 2.1301
H 1.8349 -2.2554 0.2617
H 1.6657 -1.8071 2.2206
C 6.4337 -5.4501 4.7501
C 7.3154 -5.3086 3.5005
C 7.0255 -3.9317 2.8869
S 6.5169 -2.8804 4.2485
O 5.1421 -2.5128 4.0675
O 7.5346 -1.8902 4.5090
C 6.5835 -4.1412 5.5197
H 6.7241 -6.3063 5.3590
H 5.3921 -5.5859 4.4516
H 8.3675 -5.3734 3.7888
H 7.1240 -6.1036 2.7807
H 7.8980 -3.4907 2.4141
H 6.2005 -3.9603 2.1780
H 5.7916 -3.9633 6.2427
H 7.5580 -4.0721 6.0032
C -1.3670 1.5964 2.3535
C -2.6024 1.6264 1.4478
C -3.6494 2.5270 2.1167
S -2.7260 3.7133 3.0954
O -3.0283 3.5019 4.4926
O -2.8453 5.0285 2.5006
C -1.1043 3.0492 2.7391
H -0.5068 1.1477 1.8521
H -1.5752 1.0057 3.2485
H -2.3306 2.0413 0.4750
H -2.9976 0.6264 1.2775
H -4.2561 3.0688 1.3950
H -4.2908 1.9721 2.7990
H -0.4648 3.1650 3.6109
H -0.7001 3.6124 1.8984
C -3.6202 7.6324 -1.4420
C -4.9577 7.4448 -2.1721
C -5.1901 5.9364 -2.3205
S -4.3316 5.1689 -0.9401
O -3.2465 4.3664 -1.4518
O -5.2995 4.6131 -0.0249
C -3.6484 6.6696 -0.2574
H -3.4795 8.6608 -1.1122
H -2.7956 7.3766 -2.1109
H -5.7609 7.8858 -1.5774
H -4.9620 7.9352 -3.1444
H -6.2421 5.6687 -2.2696
H -4.7549 5.5508 -3.2410
H -2.6710 6.4558 0.1664
H -4.3254 7.0113 0.5241
C 0.6035 -7.4544 -0.2616
C -0.7190 -6.8844 0.2692
C -0.5918 -5.3555 0.2713
S 0.5755 -4.9445 -1.0312
O 1.7394 -4.3728 -0.4233
O -0.1194 -4.2956 -2.1156
C 0.9413 -6.6370 -1.5044
H 0.5249 -8.5172 -0.4912
H 1.3872 -7.3283 0.4884
H -1.5349 -7.1876 -0.3913
H -0.9493 -7.2590 1.2661
H -1.5351 -4.8588 0.0624
H -0.1758 -4.9784 1.2035
H 1.9841 -6.7045 -1.8041
H 0.2920 -6.8965 -2.3408
C -3.4303 1.3000 -4.7548
C -2.4587 1.3680 -5.9407
C -2.6576 2.7326 -6.6145
S -3.2219 3.8473 -5.3218
O -4.5714 4.2671 -5.6294
O -2.1986 4.8236 -5.0434
C -3.2843 2.6280 -4.0194
H -3.2114 0.4594 -4.0989
H -4.4537 1.1858 -5.1208
H -1.4338 1.2807 -5.5770
H -2.6249 0.5560 -6.6472
H -1.7379 3.1288 -7.0367
H -3.4313 2.6984 -7.3792
H -4.1112 2.8571 -3.3549
H -2.3454 2.6811 -3.4712
```

Its spin multiplicity is 1. The orbital gap comes out at 6.43 eV. The charge is -1. The value obtained for the highest occupied orbital energy is -4.30 eV.

Results of the Löwdin charge analysis, in e, for atoms 1 through 4: -0.123, -0.310, -0.195, -0.550

Here is a structure of composition C4H14N2O2 from the OMol25 dataset. Energies are from the ωB97M-V functional and the def2-TZVPD basis.

The geometry in XYZ format:
```
22
C4H14N2O2 | the OMol25 dataset | the ωB97M-V functional and the def2-TZVPD basis
C 0.6354 1.1002 1.1698
C 1.9555 0.9929 0.4458
C 2.2407 -0.3635 -0.1844
O 1.5442 -0.5081 -1.4263
N -0.9117 0.0372 -0.0844
C -1.9160 1.0768 -0.0608
N -2.9670 0.6596 -0.9507
H 0.6922 0.8549 2.2250
H 0.1733 2.0309 0.8830
H 2.7616 1.1164 1.1794
H 2.0882 1.7286 -0.3361
H 1.9666 -1.1881 0.4806
H 3.2597 -0.5541 -0.5179
H 0.5964 -0.3631 -1.2435
H -0.0723 0.1864 0.6702
H -2.2775 1.2068 0.9668
H -1.5804 2.0717 -0.3681
H -3.3898 -0.1560 -0.5145
H -2.5421 0.3645 -1.8245
H -0.5714 -3.0628 0.1857
H -0.3875 -1.6149 0.5986
O -0.4019 -2.5198 0.9661
```

Its spin multiplicity is 1. The orbital gap comes out at 7.88 eV. The charge is 0. The value obtained for the highest occupied orbital energy is -9.02 eV. For the relative energy (zero: lowest compared OMol25 entry of this formula, charge and spin), the calculation gives 504.01 kJ/mol.

Results of the Löwdin charge analysis, in e, for atoms 1 through 4: 0.018, -0.194, -0.263, -0.100

Here is the molecule CH4N2OS from the OMol25 dataset. Energies are from the ωB97M-V functional and the def2-TZVPD basis.

The geometry in XYZ format:
```
9
CH4N2OS | the OMol25 dataset | the ωB97M-V functional and the def2-TZVPD basis
O 2.0184 -0.0512 -0.8416
N 0.8787 0.2016 -0.0179
C -0.1437 -0.3437 -0.6093
N -1.3807 -0.1110 -0.0234
S -1.6973 1.0811 1.0897
H 2.7787 0.2533 -0.1051
H -0.1092 -1.0376 -1.4785
H -1.8660 -0.9829 0.0267
H -0.4788 0.9903 1.9594
```

Its spin multiplicity is 1. The orbital gap comes out at 9.53 eV. The charge is 0. The value obtained for the highest occupied orbital energy is -8.69 eV. Its SMILES is O/N=C/NS. For the relative energy (zero: lowest compared OMol25 entry of this formula, charge and spin), the calculation gives 335.84 kJ/mol.

Results of the Löwdin charge analysis, in e, for atoms 1 through 4: -0.162, -0.063, -0.283, -0.501